[1]
Computed, not measured: C15H11AuN6O7S as an isolated structure, with ωB97M-V with the def2-TZVPD basis set.

The geometry in XYZ format:
```
41
Properties=species:S:1:pos:R:3:nbo_charge:R:1
Au -0.812 0.382 0.068 1.086
C -3.383 4.057 -0.156 -0.675
C -2.246 3.091 -0.047 0.254
N -2.469 1.827 -0.009 -0.256
N -3.767 1.419 -0.052 -0.451
C -3.917 0.122 -0.002 0.285
N -5.183 -0.337 -0.072 -0.780
S -2.678 -1.084 0.154 -0.193
C -0.834 3.553 0.032 0.152
C -0.499 4.897 -0.011 -0.231
C 0.841 5.260 0.035 -0.148
C 1.800 4.274 0.132 -0.242
C 1.386 2.949 0.194 0.076
N 0.104 2.604 0.145 -0.478
H -4.138 3.648 -0.822 0.259
H -3.064 5.027 -0.523 0.217
H -3.856 4.188 0.819 0.246
H -5.941 0.322 -0.092 0.407
H -5.368 -1.320 -0.008 0.409
H -1.262 5.656 -0.074 0.223
H 1.119 6.305 -0.009 0.225
H 2.855 4.507 0.160 0.234
H 2.088 2.128 0.266 0.262
O 3.653 -0.212 0.050 -0.652
C 2.492 -0.596 -0.021 0.756
O 1.461 0.140 -0.119 -0.826
C 2.294 -2.114 0.002 -0.099
C 3.412 -2.914 -0.024 -0.189
C 3.288 -4.297 -0.028 0.117
C 2.054 -4.974 -0.008 -0.221
C 0.948 -4.206 0.021 0.050
C 0.976 -2.743 0.043 0.480
O -0.084 -2.122 0.101 -0.516
N -0.381 -4.828 0.037 0.522
O -0.808 -5.174 1.116 -0.340
O -0.938 -4.933 -1.032 -0.335
N 4.515 -5.126 -0.059 0.517
O 4.362 -6.331 -0.079 -0.367
O 5.578 -4.548 -0.063 -0.344
H 4.386 -2.445 -0.044 0.292
H 2.015 -6.053 -0.019 0.275
```

- spin multiplicity = 3
- frontier orbital gap (spin up / spin down) (Eh) = 0.2819 / 0.1998
- LUMO energy (spin up / spin down) (eV) = -0.8 / -3.2

=====

[2]
Computed, not measured: an isolated ion of composition C7H17N4 and charge +1, with ωB97M-V with the def2-TZVPD basis set.

The geometry in XYZ format:
```
28
Properties=species:S:1:pos:R:3:nbo_charge:R:1
C 0.776 0.154 0.164 0.674
C -1.228 -0.973 0.683 -0.027
C 0.710 -2.253 -0.256 -0.458
C 2.145 2.146 -0.183 -0.398
C 3.089 -0.091 0.263 -0.463
C -2.006 0.146 -1.382 -0.369
C -3.038 0.750 0.759 -0.439
N -0.930 1.344 0.341 -0.503
N 0.182 -0.988 0.215 -0.457
N 1.933 0.700 0.029 -0.395
N -1.816 0.306 0.104 -0.158
H -1.700 -1.892 0.082 0.242
H -1.293 -0.823 1.847 0.261
H 1.677 -2.331 -0.648 0.246
H 0.775 -2.987 0.586 0.224
H 0.003 -2.908 -0.938 0.232
H 1.322 2.619 -0.783 0.251
H 2.122 2.778 0.725 0.235
H 3.009 2.262 -0.687 0.212
H 3.735 -0.428 -0.532 0.233
H 3.849 0.491 0.776 0.239
H 2.967 -0.943 1.044 0.228
H -1.106 -0.052 -1.809 0.215
H -2.724 -0.740 -1.386 0.186
H -2.521 0.959 -1.695 0.227
H -3.315 1.811 0.250 0.262
H -3.956 0.063 0.611 0.242
H -2.660 0.879 1.822 0.255
```

- frontier orbital gap (spin up / spin down) (Eh) = 0.3261 / 0.3261
- LUMO energy (spin up / spin down) (eV) = -2.7 / -2.7
- total charge = +1
- energy relative to the best compared isomer or geometry (same formula, charge and spin) (eV) = 7.338

=====

[3]
Computed, not measured: C33H38N3O3P2Re as an isolated structure, with ωB97M-V with the def2-TZVPD basis set.

The geometry in XYZ format:
```
80
Properties=species:S:1:pos:R:3:lowdin_spin:R:1
Re -0.297 0.074 -0.222 2.368
C 3.171 -2.584 4.331 0.000
O 2.476 -2.123 3.182 0.000
C 2.199 -3.050 2.216 0.005
C 2.429 -4.398 2.347 0.009
C 2.117 -5.293 1.304 0.005
C 1.590 -4.808 0.142 0.005
C 1.341 -3.423 -0.002 0.008
C 0.877 -2.937 -1.265 0.040
N 0.511 -1.730 -1.537 0.057
N 0.272 -1.584 -2.922 0.024
C -0.475 -0.566 -3.130 0.007
O -0.968 0.169 -2.143 0.098
C -0.813 -0.126 -4.503 0.001
C -0.476 -0.910 -5.604 -0.001
C -0.769 -0.465 -6.881 0.001
C -1.392 0.764 -7.068 -0.001
C -1.730 1.545 -5.973 0.000
C -1.446 1.099 -4.689 0.000
C 1.632 -2.516 1.021 0.018
O 1.414 -1.231 0.896 0.115
H 2.573 -3.301 4.898 0.000
H 3.359 -1.709 4.947 0.000
H 4.122 -3.045 4.054 0.000
H 2.870 -4.788 3.254 0.001
H 2.312 -6.348 1.428 0.000
H 1.362 -5.471 -0.684 0.000
H 0.853 -3.639 -2.098 0.004
H 0.014 -1.862 -5.447 0.000
H -0.511 -1.076 -7.736 0.000
H -1.616 1.110 -8.068 0.000
H -2.219 2.500 -6.117 0.000
H -1.722 1.692 -3.826 0.000
N 1.391 1.206 -1.020 0.012
C 1.789 2.360 -0.233 0.012
C 3.123 2.501 0.113 0.000
C 3.523 3.575 0.889 0.004
C 2.575 4.500 1.309 0.000
C 1.246 4.346 0.945 0.003
C 0.816 3.274 0.160 0.004
C -0.620 3.147 -0.228 0.027
C -1.316 4.324 -0.517 -0.007
C -2.658 4.304 -0.851 0.032
C -3.326 3.089 -0.924 -0.004
C -2.638 1.914 -0.673 0.038
C -1.288 1.909 -0.304 -0.007
H 1.085 1.483 -1.954 0.004
H 2.181 0.572 -1.127 0.004
H 3.846 1.766 -0.221 0.000
H 4.562 3.686 1.165 0.000
H 2.870 5.340 1.923 0.000
H 0.514 5.066 1.290 0.000
H -0.789 5.270 -0.501 -0.001
H -3.173 5.228 -1.077 0.002
H -4.371 3.055 -1.204 -0.001
H -3.160 0.978 -0.808 0.003
C -3.559 -0.677 1.331 0.010
P -1.969 -1.393 0.827 0.040
C -2.440 -2.892 -0.066 0.005
C -1.223 -2.001 2.369 0.003
C -0.565 -0.883 3.184 0.009
P 0.086 0.526 2.183 0.035
C -0.946 1.888 2.826 -0.005
C 1.688 0.987 2.877 0.009
H -4.041 -1.367 2.025 0.000
H -4.204 -0.542 0.465 0.000
H -3.422 0.292 1.811 0.000
H -3.124 -3.471 0.557 0.000
H -1.555 -3.486 -0.284 0.000
H -2.934 -2.633 -1.003 0.000
H -0.502 -2.765 2.079 0.000
H -2.002 -2.499 2.952 -0.001
H 0.260 -1.280 3.772 0.000
H -1.292 -0.445 3.870 0.000
H -0.877 1.920 3.916 -0.001
H -1.988 1.759 2.532 0.000
H -0.600 2.839 2.427 0.000
H 1.575 0.996 3.964 0.001
H 1.944 1.993 2.544 0.000
H 2.450 0.274 2.585 0.000
```

- spin multiplicity = 4
- frontier orbital gap (spin up / spin down) (Eh) = 0.2834 / 0.2212
- LUMO energy (spin up / spin down) (eV) = -2.2 / -4.1
- total charge = +1
- energy relative to the best compared isomer or geometry (same formula, charge and spin) (eV) = 0.396

=====

[4]
Computed, not measured: C7H14NS as an isolated structure, with ωB97M-V with the def2-TZVPD basis set.

The geometry in XYZ format:
```
23
Properties=species:S:1:pos:R:3:nbo_charge:R:1
C 2.563 -1.075 -0.133 -0.236
C 2.731 0.177 -0.572 -0.331
C 1.368 -1.448 0.617 -0.344
C 0.486 0.261 0.747 -0.208
C -1.385 1.677 0.337 -0.434
C -1.947 -0.731 0.477 -0.407
C -0.800 0.241 -1.474 -0.412
N -0.889 0.392 -0.009 -0.240
S 1.699 1.409 0.183 0.294
H 3.314 -1.839 -0.292 0.254
H 3.505 0.660 -1.160 0.256
H 0.803 -2.166 0.130 0.220
H 1.604 -1.687 1.672 0.246
H 0.224 0.421 1.763 0.220
H -2.058 2.112 -0.373 0.241
H -1.904 1.674 1.298 0.233
H -0.470 2.289 0.389 0.234
H -2.121 -0.699 1.590 0.238
H -2.950 -0.516 0.100 0.244
H -1.571 -1.734 0.275 0.237
H -1.683 0.171 -1.996 0.235
H -0.274 1.014 -1.952 0.241
H -0.246 -0.604 -1.621 0.218
```

- frontier orbital gap (Eh) = 0.3591
- LUMO energy (eV) = -2.6
- total charge = +1
- energy relative to the best compared isomer or geometry (same formula, charge and spin) (eV) = 1.758

=====

Let's list energy in order: -1967.053179, -495.446750, -2431.116208, -727.717701 Ha.